{"formula": "C29H21AgN4O5PS", "method": "the ωB97M-V functional and the def2-TZVPD basis", "elements": ["Ag", "O", "C", "N", "S", "O", "O", "C", "C", "C", "C", "C", "C", "H", "H", "H", "H", "N", "C", "O", "C", "C", "N", "C", "N", "H", "H", "O", "P", "C", "C", "C", "C", "C", "C", "C", "C", "C", "C", "C", "C", "C", "C", "C", "C", "C", "C", "H", "H", "H", "H", "H", "H", "H", "H", "H", "H", "H", "H", "H", "H", "H"], "positions_angstrom": [[1.41, 1.66, -1.16], [4.89, -0.57, 0.27], [4.53, -0.24, -0.84], [3.44, 0.52, -1.18], [3.26, 0.71, -2.75], [2.06, 0.04, -3.22], [3.38, 2.10, -3.14], [4.72, -0.15, -3.24], [5.27, -0.34, -4.49], [6.47, -1.04, -4.55], [7.08, -1.52, -3.40], [6.50, -1.31, -2.15], [5.31, -0.62, -2.09], [4.79, 0.04, -5.38], [6.94, -1.21, -5.52], [8.02, -2.06, -3.47], [6.96, -1.67, -1.23], [-1.78, 1.99, -1.76], [-1.33, 3.12, -1.13], [-0.11, 3.25, -0.88], [-2.29, 4.10, -0.76], [-1.89, 5.29, -0.09], [-1.57, 6.26, 0.45], [-3.67, 3.84, -0.96], [-4.79, 3.58, -1.09], [-2.77, 1.78, -1.76], [-1.13, 1.22, -1.80], [0.24, -0.19, 0.17], [-0.94, -0.52, 1.02], [-1.78, 0.93, 1.65], [-0.97, 2.03, 1.94], [-1.53, 3.20, 2.43], [-2.90, 3.27, 2.63], [-3.71, 2.19, 2.34], [-3.15, 1.01, 1.85], [-2.14, -1.50, 0.10], [-2.06, -1.50, -1.29], [-2.97, -2.22, -2.04], [-3.97, -2.96, -1.41], [-4.04, -2.99, -0.02], [-3.13, -2.27, 0.73], [-0.52, -1.53, 2.45], [-0.97, -1.25, 3.73], [-0.62, -2.08, 4.79], [0.19, -3.19, 4.56], [0.65, -3.46, 3.28], [0.30, -2.64, 2.22], [0.10, 1.98, 1.75], [-0.90, 4.06, 2.61], [-3.34, 4.20, 2.98], [-4.79, 2.26, 2.47], [-3.80, 0.18, 1.59], [-1.26, -0.95, -1.78], [-2.91, -2.22, -3.13], [-4.68, -3.53, -2.00], [-4.80, -3.58, 0.47], [-3.17, -2.31, 1.81], [-1.60, -0.38, 3.91], [-0.96, -1.86, 5.79], [0.47, -3.83, 5.39], [1.30, -4.31, 3.11], [0.67, -2.84, 1.23]], "mulliken_charge": [0.16, -0.69, 0.11, -0.33, 1.58, -0.62, -0.64, 0.39, -0.75, -0.40, -0.44, -0.50, 0.17, 0.43, 0.37, 0.37, 0.47, -0.26, 0.96, -0.81, 0.38, 0.15, -0.70, -0.08, -0.66, 0.32, -0.10, -0.23, 0.80, 0.69, -0.35, -0.73, -0.54, -0.76, -0.21, 0.21, -0.38, -0.77, -0.44, -0.74, -0.25, 0.21, -0.09, -0.72, -0.40, -0.64, -0.46, 0.40, 0.44, 0.36, 0.39, 0.40, 0.39, 0.43, 0.37, 0.39, 0.46, 0.37, 0.40, 0.37, 0.39, 0.39], "homo_lumo_gap_ha": 0.272, "e_homo_ev": -5.10, "charge": -1, "e_lumo_ev": 2.31}



{"formula": "H4N3P", "method": "the ωB97M-V functional and the def2-TZVPD basis", "elements": ["N", "N", "N", "P", "H", "H", "H", "H"], "positions_angstrom": [[0.31, 0.21, -0.66], [-1.86, 1.02, 0.03], [1.40, 0.53, 0.02], [-1.11, -0.30, -0.02], [2.06, 0.87, -0.68], [1.62, -0.08, 0.81], [-0.92, -0.94, 1.38], [-1.49, -1.31, -0.88]], "mulliken_charge": [-0.28, -0.46, -0.26, 0.32, 0.28, 0.26, 0.06, 0.09], "homo_lumo_gap_ha": [0.315, 0.289], "e_homo_ev": [-9.07, -8.54], "charge": 0, "e_lumo_ev": [-0.49, -0.68]}



{"formula": "C23H28N4O3", "method": "the ωB97M-V functional and the def2-TZVPD basis", "elements": ["C", "O", "C", "C", "C", "C", "C", "N", "C", "C", "C", "C", "O", "N", "C", "C", "C", "C", "C", "N", "C", "N", "C", "C", "C", "C", "C", "O", "C", "C", "H", "H", "H", "H", "H", "H", "H", "H", "H", "H", "H", "H", "H", "H", "H", "H", "H", "H", "H", "H", "H", "H", "H", "H", "H", "H", "H", "H"], "positions_angstrom": [[-7.33, 0.16, 1.57], [-6.69, -0.79, 0.75], [-5.49, -0.47, 0.19], [-4.92, -1.45, -0.62], [-3.70, -1.23, -1.23], [-3.03, -0.02, -1.05], [-1.70, 0.23, -1.72], [-0.72, 0.80, -0.81], [-0.18, 0.07, 0.21], [-0.59, -1.36, 0.36], [0.17, -2.10, 1.46], [1.60, -2.42, 1.03], [1.87, -3.41, 0.37], [2.52, -1.53, 1.45], [3.93, -1.65, 1.17], [4.48, -0.56, 0.25], [4.19, -0.69, -1.25], [2.73, -0.37, -1.59], [4.55, -2.07, -1.79], [0.67, 0.54, 1.05], [1.12, 1.82, 0.92], [2.05, 2.21, 1.79], [2.51, 3.44, 1.68], [2.08, 4.36, 0.72], [1.12, 3.96, -0.19], [0.62, 2.66, -0.09], [-0.37, 2.14, -1.02], [-0.87, 2.78, -1.92], [-3.61, 0.95, -0.25], [-4.82, 0.74, 0.37], [-6.72, 0.41, 2.45], [-7.56, 1.08, 1.02], [-8.26, -0.31, 1.89], [-5.45, -2.38, -0.75], [-3.27, -2.00, -1.85], [-1.31, -0.68, -2.17], [-1.83, 0.99, -2.51], [-1.66, -1.39, 0.57], [-0.44, -1.89, -0.59], [-0.33, -3.05, 1.64], [0.17, -1.51, 2.37], [2.18, -0.65, 1.83], [4.09, -2.64, 0.74], [4.46, -1.60, 2.13], [4.11, 0.41, 0.61], [5.57, -0.56, 0.38], [4.82, 0.05, -1.75], [2.59, -0.36, -2.67], [2.45, 0.61, -1.20], [2.07, -1.12, -1.17], [4.51, -2.07, -2.87], [5.56, -2.35, -1.49], [3.86, -2.82, -1.42], [3.27, 3.71, 2.40], [2.49, 5.35, 0.69], [0.75, 4.61, -0.96], [-3.10, 1.90, -0.11], [-5.24, 1.52, 0.98]], "mulliken_charge": [-0.83, -0.46, 0.87, -0.74, -0.23, 0.17, -1.54, 0.43, 0.33, -0.58, -1.07, 0.31, -0.67, 0.00, -0.87, -0.83, 0.72, -1.08, -1.75, -0.11, 0.34, -0.65, -0.42, -0.58, -0.51, 0.49, 0.50, -0.71, -0.40, -0.66, 0.33, 0.34, 0.24, 0.43, 0.38, 0.40, 0.52, 0.35, 0.46, 0.50, 0.35, 0.30, 0.45, 0.31, 0.21, 0.46, 0.44, 0.52, 0.19, 0.01, 0.46, 0.39, 0.34, 0.44, 0.40, 0.50, 0.41, 0.40], "homo_lumo_gap_ha": 0.322, "e_homo_ev": -8.70, "charge": 0, "e_lumo_ev": 0.05}



Maximum force across the listed records, respectively: 1.015; 3.082; 0.992 eV Å⁻¹.
DFT total energy across the listed records, respectively: -2599.60520; -507.82018; -1338.05256 Eh.